1.
{
  "formula": "C3H3CuFO",
  "method": "ωB97M-V/def2-TZVPD",
  "symbols": ["F", "O", "C", "C", "C", "H", "H", "Cu", "H"],
  "positions_angstrom": [[2.79122, -0.07247, 0.47109], [0.06032, 0.17864, -1.00824], [-0.42183, -0.47840, 0.84503], [-0.84365, 0.68975, -0.00068], [0.12391, -1.09897, -0.23898], [-1.87144, 0.75034, -0.39481], [-0.57386, 1.69994, 0.34954], [1.95025, -0.58504, -1.57353], [-1.21492, -1.08378, 1.55059]],
  "forces_ev_per_angstrom": [[0.150, -0.157, -1.647], [-0.869, 0.235, -0.883], [-4.061, -2.769, 1.468], [0.868, 0.927, 0.256], [1.077, 0.567, -0.466], [0.211, -0.344, 0.135], [0.121, -0.067, -0.143], [0.172, 0.054, 2.474], [2.331, 1.555, -1.193]],
  "mulliken_charge": [-0.7872, -0.2389, -0.4810, -0.1372, -0.2078, 0.1705, 0.1723, 0.3491, 0.1601],
  "charge": -1,
  "e_tot_ha": -1931.53254,
  "orbital_gap_ev": 6.490
}

***

2.
{
  "formula": "C16H25ClNO4P2S2Sm",
  "method": "ωB97M-V/def2-TZVPD",
  "symbols": ["C", "C", "H", "H", "H", "O", "Cl", "Sm", "P", "C", "C", "H", "H", "H", "H", "H", "H", "C", "H", "H", "H", "P", "C", "C", "H", "H", "H", "C", "H", "H", "H", "H", "H", "H", "C", "O", "O", "S", "O", "N", "C", "S", "C", "C", "C", "C", "C", "C", "H", "H", "H", "H"],
  "positions_angstrom": [[0.20717, -0.00695, -3.27717], [0.77989, 0.12674, -1.97580], [0.97751, -0.03492, -4.07113], [-0.42643, 0.86829, -3.49744], [-0.47805, -0.87198, -3.27863], [1.84954, 0.34147, -1.51359], [-2.40971, -0.03741, -1.07899], [-0.69663, 0.06919, 0.83839], [-0.04698, 2.86202, 0.16990], [1.37237, 3.85469, 0.80945], [-0.40393, 3.84072, -1.32170], [-0.56106, 4.88314, -1.02319], [-1.40060, 4.63198, 1.05787], [-1.32410, 3.46955, -1.78468], [-2.30322, 3.10098, 1.13358], [2.28114, 3.66958, 0.21768], [0.42664, 3.80510, -2.03222], [-1.32597, 3.56519, 1.28791], [1.10412, 4.92581, 0.72822], [-1.03026, 3.44442, 2.33231], [1.54309, 3.61605, 1.87293], [0.11986, -2.74544, -0.06742], [1.53874, -3.71229, 0.56982], [-1.20607, -3.62820, 0.88619], [-1.04159, -3.40731, -2.09173], [-0.11282, -4.75580, -1.35034], [0.75202, -3.49933, -2.30241], [-0.08822, -3.68594, -1.62286], [-2.18583, -3.16796, 0.69304], [-1.20651, -4.68882, 0.57688], [1.31096, -4.78395, 0.43477], [1.67922, -3.49244, 1.63422], [-0.98408, -3.56846, 1.95914], [2.45037, -3.45972, 0.01725], [1.86751, -0.12309, 0.94434], [2.99617, -0.09334, 1.19016], [1.33533, 2.36741, 4.44106], [1.21082, 0.92988, 4.33878], [2.39203, 0.18004, 3.98884], [-0.02730, 0.51085, 3.16520], [-1.11370, 0.03328, 3.77484], [-2.52356, -0.30590, 2.87645], [-0.94061, -0.24728, 5.18633], [-1.78506, -1.02079, 5.99932], [-1.48283, -1.20995, 7.34327], [-0.31500, -0.64971, 7.85548], [0.60204, 0.05566, 7.04277], [0.27466, 0.23370, 5.68352], [-2.66686, -1.44442, 5.55520], [-2.18480, -1.78734, 7.94672], [-0.09366, -0.76969, 8.93604], [1.56014, 0.46338, 7.43446]],
  "forces_ev_per_angstrom": [[-2.284, -0.351, -1.065], [7.442, 1.436, 0.371], [0.171, -0.227, 0.760], [-0.045, -0.124, 0.367], [0.226, 0.256, -0.163], [-5.868, -1.075, -1.196], [0.717, 0.073, -0.093], [-1.219, -0.176, 1.165], [0.363, 1.727, 0.550], [0.188, -0.304, 0.120], [-0.291, -0.353, -0.450], [0.078, -0.211, -0.046], [-0.033, -0.132, 0.091], [0.147, 0.128, -0.117], [-0.036, 0.092, 0.040], [-0.212, 0.076, 0.299], [-0.134, -0.035, 0.007], [-0.223, -0.418, 0.032], [0.085, -0.555, 0.008], [-0.013, -0.049, -0.050], [0.092, 0.045, -0.417], [-0.256, -1.869, 0.171], [0.278, 0.424, 0.190], [-0.144, 0.564, 0.143], [0.269, -0.163, -0.061], [0.036, 0.510, -0.217], [-0.238, -0.116, 0.005], [-0.196, 0.450, -0.420], [0.175, -0.297, 0.096], [-0.025, 0.522, 0.123], [0.104, 0.485, 0.101], [0.149, -0.133, -0.182], [-0.154, 0.002, -0.186], [-0.066, -0.126, 0.188], [5.416, 0.211, 1.819], [-4.530, -0.239, -1.176], [-0.497, -1.228, -0.270], [0.184, 0.494, -0.444], [-0.875, 0.135, 0.301], [0.085, 0.601, 0.487], [0.847, -0.122, -0.700], [0.107, -0.046, -0.406], [0.102, -0.533, 1.154], [0.304, 0.698, -0.363], [-0.002, 0.136, -0.539], [0.639, 0.254, 0.620], [0.281, 0.288, -0.634], [-0.245, -0.507, 1.076], [-0.324, -0.085, -0.010], [0.423, 0.211, 0.021], [-0.069, 0.104, -0.906], [-0.928, -0.447, -0.191]],
  "mulliken_charge": [-0.9458, 0.7998, 0.4068, 0.3202, 0.2743, -0.1523, -0.3723, 0.2811, 0.9818, -1.2923, -1.2969, 0.4546, 0.4265, 0.3465, 0.4218, 0.3901, 0.3988, -1.3302, 0.4356, 0.3728, 0.3464, 0.8639, -1.3818, -1.2936, 0.3500, 0.4790, 0.3971, -1.3508, 0.3818, 0.4110, 0.4492, 0.3988, 0.4192, 0.4015, 0.2861, -0.1094, -0.6181, 1.0119, -0.6192, 0.0228, 0.9708, -0.3830, 0.1165, -0.6854, -0.6567, -0.4459, -0.6230, 0.2587, 0.4367, 0.4234, 0.3821, 0.4394],
  "charge": 2,
  "e_tot_ha": -3577.07569,
  "multiplicity": 6,
  "orbital_gap_ev": [4.537, 4.578]
}

***

3.
{
  "formula": "C34H34ClCsNP",
  "method": "ωB97M-V/def2-TZVPD",
  "symbols": ["Cs", "C", "C", "C", "C", "C", "C", "C", "P", "C", "C", "C", "C", "C", "C", "C", "C", "C", "C", "C", "C", "C", "C", "H", "H", "H", "H", "H", "H", "H", "H", "H", "H", "H", "H", "H", "H", "H", "H", "H", "H", "H", "H", "C", "C", "C", "C", "C", "C", "N", "H", "H", "H", "H", "H", "H", "H", "H", "Cl", "C", "C", "C", "C", "C", "C", "C", "H", "H", "H", "H", "H", "H"],
  "positions_angstrom": [[0.33783, -1.69383, 1.01593], [2.92770, 1.84312, -1.27503], [2.36344, 3.15847, -0.80016], [3.13356, 4.31434, -0.88228], [2.63144, 5.55178, -0.50130], [1.33048, 5.64065, -0.03344], [0.54926, 4.49440, 0.05640], [1.04385, 3.24639, -0.31455], [0.07619, 1.67024, -0.30162], [-1.42545, 2.13320, 0.67140], [-1.17330, 2.75388, 1.90087], [-2.19119, 3.10493, 2.77074], [-3.50395, 2.81244, 2.42787], [-3.76298, 2.15106, 1.23867], [-2.74788, 1.78621, 0.35051], [-3.11975, 0.98110, -0.87264], [-0.37663, 1.59993, -2.05085], [-0.74348, 2.75344, -2.74913], [-1.12913, 2.74149, -4.07528], [-1.11657, 1.49371, -4.74661], [-0.75063, 0.34546, -4.11108], [-0.36912, 0.30529, -2.71100], [-0.06196, -0.88989, -2.09798], [3.96834, 1.95256, -1.58322], [2.35171, 1.45811, -2.12144], [2.87588, 1.08201, -0.49357], [4.14851, 4.24105, -1.25908], [3.25014, 6.43867, -0.57708], [0.91644, 6.59940, 0.25802], [-0.46694, 4.58005, 0.42140], [-0.14499, 2.96686, 2.17485], [-1.96181, 3.58437, 3.71524], [-4.31737, 3.06828, 3.09673], [-4.78344, 1.87496, 0.99469], [-4.12993, 0.58559, -0.75489], [-2.44032, 0.14009, -1.02779], [-3.08236, 1.58390, -1.78224], [-0.73803, 3.70563, -2.22579], [-1.40530, 3.65433, -4.58876], [-1.39896, 1.45293, -5.79489], [-0.74925, -0.59690, -4.64967], [0.24794, -0.92522, -1.07162], [-0.04049, -1.81994, -2.65286], [-3.49917, -2.91997, 0.62646], [-3.01306, -3.13931, 2.03469], [-3.71979, -3.67795, 3.10287], [-2.82446, -3.67341, 4.20633], [-1.63728, -3.13230, 3.72940], [-0.35937, -2.90848, 4.49620], [-1.74420, -2.80394, 2.40822], [-4.34461, -2.22537, 0.58842], [-3.82258, -3.85417, 0.15705], [-2.70838, -2.49952, 0.00048], [-4.74434, -4.02918, 3.09181], [-3.02132, -4.02076, 5.21335], [-0.50068, -2.21471, 5.33117], [0.41448, -2.49030, 3.84980], [0.03434, -3.84168, 4.91016], [4.00883, -5.16322, -3.73920], [3.83163, -4.39879, -2.15835], [4.34375, -3.12416, -1.93163], [4.22233, -2.52991, -0.69481], [3.57973, -3.17383, 0.42021], [3.47408, -2.58754, 1.67746], [3.03512, -4.46945, 0.11094], [3.16800, -5.05731, -1.13153], [4.83721, -2.59837, -2.74115], [4.62855, -1.53442, -0.54596], [3.97686, -1.65145, 1.89543], [3.09554, -3.15411, 2.52267], [2.51652, -5.00998, 0.89656], [2.75073, -6.04101, -1.31452]],
  "forces_ev_per_angstrom": [[0.798, -0.268, 0.686], [-0.030, 0.090, 0.019], [0.027, -0.098, -0.072], [-0.013, 0.005, 0.018], [-0.032, -0.021, 0.010], [-0.001, -0.024, 0.001], [0.027, 0.068, -0.012], [0.022, -0.054, 0.027], [-0.104, 0.225, -0.241], [0.108, 0.087, 0.030], [-0.067, -0.033, 0.025], [-0.027, -0.030, -0.007], [0.014, 0.005, -0.028], [0.040, -0.022, 0.015], [-0.022, -0.107, -0.046], [0.028, 0.117, 0.063], [-0.010, -0.011, -0.032], [-0.053, -0.020, 0.035], [0.001, -0.044, -0.037], [0.023, 0.032, 0.098], [0.008, 0.021, 0.055], [0.024, -0.089, 0.041], [-0.173, 0.167, -0.203], [-0.011, 0.016, 0.012], [0.000, 0.000, 0.030], [-0.004, -0.013, -0.005], [-0.015, -0.019, 0.001], [0.004, -0.012, 0.002], [-0.003, -0.011, -0.005], [0.033, 0.006, -0.058], [-0.039, -0.014, 0.027], [0.010, -0.003, -0.014], [0.005, -0.009, -0.009], [0.018, 0.003, -0.006], [0.009, -0.007, 0.009], [0.002, -0.015, -0.011], [0.025, -0.003, 0.007], [0.023, -0.019, 0.038], [0.006, -0.014, 0.015], [0.001, -0.030, -0.008], [-0.001, 0.016, -0.013], [0.032, 0.448, -1.115], [0.010, 0.037, -0.036], [0.062, 0.008, 0.114], [-0.031, -0.028, 0.078], [0.101, 0.019, 0.048], [-0.031, 0.030, -0.111], [-0.095, -0.044, 0.020], [-0.167, -0.028, -0.075], [-0.667, -0.370, 0.483], [0.004, 0.004, -0.022], [-0.005, 0.009, -0.023], [-0.006, 0.000, 0.007], [0.004, 0.006, -0.013], [0.012, 0.003, -0.003], [0.038, 0.015, 0.000], [0.035, -0.027, 0.082], [0.043, 0.019, 0.000], [-0.005, 0.027, 0.049], [0.008, 0.004, -0.004], [-0.007, 0.022, 0.053], [-0.059, -0.042, -0.034], [0.041, -0.006, 0.116], [0.067, -0.034, -0.011], [0.008, 0.046, -0.054], [-0.020, 0.038, 0.056], [0.001, 0.019, 0.013], [0.009, -0.005, -0.021], [0.000, 0.000, -0.034], [-0.017, -0.011, -0.039], [0.001, -0.020, -0.006], [-0.015, -0.007, 0.025]],
  "mulliken_charge": [1.3841, -1.7518, 0.6518, -0.6433, -0.6246, -0.8406, -0.0487, -0.0413, 0.6218, 0.9921, -0.9042, -0.7500, -0.7061, -0.5452, 0.3558, -1.1505, 0.5024, -0.1718, -0.8621, -0.3122, -1.0192, 1.1395, 0.6691, 0.3823, 0.2730, 0.3354, 0.3425, 0.3418, 0.4010, 0.4557, 0.5428, 0.4045, 0.3599, 0.3434, 0.4707, -0.0648, 0.2648, 0.2693, 0.3492, 0.3260, 0.3189, -2.1729, 0.2055, -0.8008, -0.0504, -0.6721, -0.6548, 0.0728, -0.7611, -0.1209, 0.1948, 0.2799, 0.0808, 0.3915, 0.3917, 0.2173, 0.0234, 0.2328, -0.3333, 0.3034, -0.5231, -0.4291, 0.9084, -1.7551, -0.3892, -0.5030, 0.3472, 0.2291, 0.2067, 0.3602, 0.3043, 0.3546],
  "charge": -2,
  "e_tot_ha": -2192.39681,
  "orbital_gap_ev": 4.484
}

***

4.
{
  "formula": "C9H15N2S",
  "method": "ωB97M-V/def2-TZVPD",
  "symbols": ["C", "N", "C", "C", "N", "C", "C", "S", "C", "C", "C", "C", "H", "H", "H", "H", "H", "H", "H", "H", "H", "H", "H", "H", "H", "H", "H"],
  "positions_angstrom": [[-0.18005, 2.15296, 1.13564], [-0.58814, 0.71452, 1.03779], [-0.19673, 0.01930, -0.24110], [1.29669, -0.00240, -0.29554], [2.01120, 0.86367, -0.94173], [3.32809, 0.63963, -0.75038], [3.62917, -0.47282, -0.05558], [2.23362, -1.15544, 0.67162], [-1.03477, 0.66567, -1.43041], [-1.89784, -0.64174, -1.39014], [-0.95591, -1.38337, -0.32099], [-1.57887, -1.94905, 0.95573], [0.56495, 2.40115, 0.48673], [-1.04993, 2.71672, 0.86961], [0.17831, 2.45813, 2.24562], [-1.63755, 0.36745, 0.98917], [-0.03890, 0.13928, 1.63998], [4.00602, 1.34345, -1.31881], [4.60226, -0.71299, 0.39157], [-0.45997, 0.76705, -2.31716], [-1.54109, 1.49994, -1.13193], [-2.95481, -0.55985, -1.01475], [-2.11296, -1.31410, -2.23951], [-0.40354, -2.29413, -0.72402], [-2.29012, -1.18374, 1.41377], [-0.77474, -2.15777, 1.73869], [-2.15442, -2.92152, 0.59611]],
  "forces_ev_per_angstrom": [[-1.836, 0.228, 4.271], [-1.493, -1.352, -1.444], [0.623, -0.131, -1.574], [0.061, -0.195, 0.389], [-1.309, -0.183, 0.178], [1.279, 1.083, -2.025], [1.353, 0.150, 2.102], [-0.469, 0.497, -1.363], [1.183, -4.553, 0.849], [-1.401, -1.907, 0.811], [-0.115, 0.454, -0.928], [-0.798, -0.333, 0.081], [2.170, 0.105, -1.890], [-0.411, 0.541, 0.113], [-1.085, -1.048, -2.596], [2.201, 1.801, 1.395], [-0.165, -0.289, 1.654], [-0.502, -1.178, 1.066], [-0.416, -0.139, -0.673], [0.421, 0.384, -0.659], [-1.224, 2.381, 0.403], [0.950, 0.515, 0.131], [0.770, 0.874, -0.284], [-0.050, 1.834, -0.019], [0.344, -1.403, -0.349], [-1.147, -0.187, -0.994], [1.067, 2.052, 1.355]],
  "mulliken_charge": [-0.8205, -0.0088, 1.1929, -0.4981, -0.4767, -0.3638, -0.3566, -0.0680, -0.8951, -0.4878, -0.3923, -1.2270, 0.3744, 0.3682, 0.3075, 0.3917, 0.4563, 0.3748, 0.4197, 0.3398, 0.2843, 0.2834, 0.3306, 0.4529, 0.3653, 0.2585, 0.3942],
  "smiles": "C[NH2+][C@]1(c2nccs2)CC[C@@H]1C",
  "charge": 1,
  "e_tot_ha": -859.30289,
  "orbital_gap_ev": 9.920
}